Record 1
11
Properties=species:S:1:pos:R:3:forces:R:3:nbo_charge:R:1 method="wB97M-V/def2-TZVPD" de_lowest_kcal_mol=29.1 orbital_gap_ev=10.62 homo_energy_ev=-9.8 e_tot_ha=-281.5436 smiles=Cn1ccnn1
C -1.665 -0.147 0.061 -0.0533 -0.2059 0.0748 -0.409
N -0.226 -0.233 -0.060 0.0679 0.2913 -0.1124 -0.162
C 0.678 0.757 -0.123 0.4670 -0.0203 0.3026 -0.092
C 1.900 0.129 -0.065 -0.2255 0.2123 -0.2617 -0.126
N 1.663 -1.206 0.015 0.1008 -0.0333 -0.0918 -0.243
N 0.382 -1.413 0.022 0.2913 -0.2343 0.0361 -0.070
H -2.200 -0.199 -0.888 0.3131 0.1023 -0.0901 0.213
H -1.936 -1.020 0.641 -0.3315 0.0322 0.2072 0.234
H -1.923 0.775 0.581 -0.0412 -0.1445 0.0108 0.213
H 0.409 1.786 -0.087 -0.1622 0.4122 -0.1921 0.221
H 2.892 0.581 -0.113 -0.4265 -0.4119 0.1167 0.220

***

Record 2
18
Properties=species:S:1:pos:R:3:forces:R:3:nbo_charge:R:1 method="wB97M-V/def2-TZVPD" de_lowest_kcal_mol=120.6 orbital_gap_ev=8.15 homo_energy_ev=-12.7 total_charge=+1 e_tot_ha=-549.1103
C -1.388 -1.594 -0.746 -1.1089 -0.8052 0.3822 -0.642
C -1.796 -0.467 -0.212 0.0109 -0.7578 -0.3729 -0.222
C 2.305 0.553 -0.718 1.3924 1.1914 -0.4394 -0.438
C 0.924 0.034 1.300 2.9404 -0.7472 0.0698 -0.419
C 0.113 1.519 -0.320 -1.0249 -1.8877 0.8313 0.093
N 1.078 0.712 0.033 -2.7147 2.5409 -0.8713 -0.243
I -3.904 -0.175 0.817 -0.8452 -0.2793 0.0937 0.293
H -1.716 -2.655 -0.886 -0.0502 1.3042 0.2447 0.273
H -0.418 -1.377 -1.126 1.0640 0.0050 -0.4961 0.239
H 3.145 0.734 -0.019 -0.3989 0.1863 -0.4091 0.241
H 2.514 -0.423 -1.133 -0.6653 -0.5304 0.0432 0.248
H 2.336 1.295 -1.555 -0.0590 -0.6225 0.8484 0.246
H 0.121 0.310 1.953 -0.3964 0.3910 -0.1745 0.255
H 0.933 -1.000 1.036 -0.5538 -0.9870 0.1579 0.236
H 1.926 0.154 1.749 -0.6144 0.1516 0.5700 0.229
H -0.032 1.990 -1.288 0.9144 0.1209 0.0210 0.236
H -0.832 1.454 0.299 1.5349 0.5306 -0.4951 0.268
H -5.309 -1.064 0.818 0.5748 0.1952 -0.0037 0.107

***

Record 3
107
Properties=species:S:1:pos:R:3:forces:R:3:mulliken_spin:R:1 method="wB97M-V/def2-TZVPD" de_lowest_kcal_mol=0.0 orbital_gap_ev="5.03 / 5.09" homo_energy_ev="-3.8 / -3.8" spin_multiplicity=3 total_charge=-1 s_squared=2.121 e_tot_ha=-14660.0260
Mo 0.681 -0.266 0.072 -0.5635 0.0545 1.4979 2.141
C -1.955 -5.230 5.578 -0.0081 -0.0602 0.0232 0.000
C -2.720 -4.009 5.050 0.0229 0.0722 -0.0070 -0.001
C -3.932 -4.507 4.263 -0.0164 -0.0230 -0.0373 0.000
C -3.227 -3.174 6.235 -0.0070 0.0069 0.0306 0.000
C -1.789 -3.159 4.185 0.0000 0.0492 0.0732 0.004
C -2.059 -2.847 2.866 0.0349 -0.0009 0.0080 -0.010
C -1.139 -2.104 2.139 -0.0057 0.1266 -0.0539 0.062
Se -1.465 -1.729 0.285 -0.2229 -0.5087 0.0983 -0.031
C -0.568 -3.327 -0.343 -0.0119 0.0591 -0.0032 -0.020
C -1.192 -4.557 -0.330 -0.0253 0.0477 -0.0045 0.006
C -0.482 -5.704 -0.677 0.0108 -0.0310 -0.0024 0.006
C 0.861 -5.547 -1.017 0.0720 0.1182 -0.0085 -0.002
C 1.522 -4.314 -1.033 0.0880 -0.4388 -0.1122 -0.018
C 0.775 -3.182 -0.704 -0.0578 1.0144 0.0319 0.019
O 1.314 -1.949 -0.706 0.5808 -2.0255 -0.8287 -0.059
C 3.011 -4.181 -1.375 -0.1569 0.1333 0.0040 0.000
C 3.678 -5.533 -1.628 -0.0298 -0.0284 0.0028 0.001
C 3.160 -3.327 -2.643 0.0098 0.0963 -0.0739 0.007
C 3.743 -3.501 -0.209 0.1330 0.0640 0.0786 0.018
C -1.183 -7.066 -0.639 0.0281 0.0966 0.0453 0.000
C -1.668 -7.345 0.793 -0.0049 -0.0299 0.0084 0.001
C -2.388 -7.051 -1.589 -0.0176 -0.0150 -0.0338 0.000
C -0.255 -8.205 -1.060 0.0112 -0.0438 -0.0193 0.000
C 0.063 -1.636 2.668 -0.0563 0.1212 -0.0065 -0.002
O 0.950 -1.007 1.909 0.1634 -0.1951 -0.2922 0.017
C 0.299 -1.846 4.046 0.0134 -0.1250 0.2090 -0.002
C -0.616 -2.626 4.738 0.0506 0.0082 0.0053 -0.004
C 1.509 -1.202 4.729 0.0182 0.0287 -0.1899 0.000
C 2.806 -1.752 4.111 0.0469 -0.0189 -0.0363 0.004
C 1.545 -1.482 6.232 -0.0015 -0.0150 0.0257 0.000
C 1.433 0.325 4.538 0.0370 -0.0856 0.0861 0.008
H -2.619 -5.864 6.174 0.0450 0.0387 -0.0195 0.000
H -1.114 -4.934 6.210 -0.0315 -0.0142 -0.0493 0.000
H -1.563 -5.825 4.748 -0.0094 0.0208 0.0398 0.000
H -4.561 -5.121 4.913 0.0161 0.0226 -0.0273 0.000
H -3.628 -5.122 3.410 -0.0255 0.0345 0.0353 0.000
H -4.540 -3.677 3.895 0.0304 -0.0473 0.0122 0.000
H -3.911 -3.764 6.854 0.0465 0.0334 -0.0345 0.000
H -3.757 -2.287 5.880 0.0132 -0.0350 0.0217 0.000
H -2.402 -2.837 6.868 -0.0425 -0.0121 -0.0314 0.000
H -2.970 -3.172 2.379 0.0170 -0.0011 0.0113 -0.001
H -2.232 -4.618 -0.025 0.0322 -0.0035 -0.0220 -0.001
H 1.429 -6.426 -1.281 0.0200 -0.0164 0.0137 -0.001
H 3.249 -6.046 -2.494 0.0054 0.0110 0.0455 0.000
H 3.598 -6.190 -0.758 0.0090 0.0238 -0.0417 0.000
H 4.741 -5.372 -1.828 -0.0355 -0.0111 -0.0036 0.000
H 2.681 -3.819 -3.495 0.0541 0.0075 0.0182 -0.001
H 4.221 -3.177 -2.876 -0.0694 -0.0439 0.0003 0.000
H 2.693 -2.349 -2.506 0.0612 -0.1156 -0.0007 -0.001
H 3.639 -4.092 0.705 0.0331 -0.0035 -0.0152 0.000
H 3.349 -2.505 -0.011 0.0226 -0.1028 -0.0192 -0.002
H 4.810 -3.409 -0.442 -0.0443 -0.0459 0.0249 0.000
H -2.375 -6.585 1.133 0.0423 -0.0411 -0.0197 0.000
H -0.824 -7.351 1.488 -0.0383 0.0038 -0.0201 0.000
H -2.166 -8.319 0.844 0.0216 0.0678 -0.0046 0.000
H -3.119 -6.292 -1.298 0.0392 -0.0342 -0.0186 0.000
H -2.889 -8.024 -1.583 0.0121 0.0514 0.0108 0.000
H -2.067 -6.835 -2.611 -0.0241 -0.0074 0.0404 0.000
H 0.604 -8.293 -0.391 -0.0336 0.0084 -0.0438 0.000
H 0.110 -8.069 -2.082 -0.0068 -0.0081 0.0600 0.000
H -0.805 -9.149 -1.024 0.0287 0.0276 -0.0036 0.000
H -0.415 -2.829 5.783 -0.0260 0.0439 -0.0238 0.000
H 2.923 -2.816 4.346 0.0099 0.0575 0.0018 0.000
H 3.670 -1.210 4.513 -0.0581 -0.0649 0.0064 -0.001
H 2.806 -1.642 3.026 0.0191 0.0028 0.1164 -0.004
H 1.662 -2.549 6.452 -0.0290 0.0604 -0.0137 0.000
H 0.645 -1.113 6.732 0.0574 -0.0163 -0.0207 0.000
H 2.402 -0.957 6.663 -0.0404 -0.0317 -0.0133 0.000
H 1.441 0.606 3.488 -0.0468 0.0169 0.0060 -0.007
H 2.286 0.815 5.019 -0.0339 -0.0402 -0.0184 0.000
H 0.520 0.737 4.971 0.0233 -0.0032 -0.0053 0.001
N 4.183 0.780 -1.889 0.5920 0.1403 -0.3725 0.010
C 4.794 0.976 -0.654 0.0924 -0.0026 -0.2007 0.008
C 6.089 1.333 -0.287 -0.0464 -0.0324 -0.1147 0.004
C 6.315 1.482 1.065 -0.1019 0.0005 0.1671 -0.003
C 5.296 1.287 2.019 0.1883 0.0179 -0.0736 -0.003
C 4.021 0.928 1.649 -0.0788 -0.1038 -0.0213 -0.017
C 3.791 0.769 0.284 -0.2100 -0.0894 0.2327 0.052
N 2.620 0.456 -0.393 0.2305 0.0861 0.5133 -0.043
C 2.891 0.492 -1.665 -0.5247 0.0210 -0.7508 0.046
C 1.790 0.383 -2.643 0.3757 -0.0197 1.2808 -0.009
C 1.760 0.434 -3.979 0.2378 0.1249 -0.8323 0.009
S 0.139 0.441 -4.512 -0.2247 0.0161 -0.4289 0.003
C -0.416 0.349 -2.910 -0.3870 -0.0461 -0.1032 0.041
N 0.542 0.311 -2.046 0.5470 -0.1400 -0.0055 -0.037
H 4.608 0.885 -2.793 0.0302 0.0469 0.0332 0.000
H 6.869 1.500 -1.018 -0.0126 0.0047 0.0163 0.000
H 7.301 1.781 1.400 -0.0169 -0.0200 0.0211 0.000
H 5.508 1.455 3.067 0.0218 -0.0016 -0.0334 0.000
H 3.225 0.806 2.372 0.0323 0.0432 -0.0658 -0.015
H 2.585 0.492 -4.675 -0.0990 0.0088 0.0742 0.001
H -1.466 0.334 -2.622 0.1525 -0.0016 0.0095 -0.012
Se -1.429 3.082 4.185 0.1011 -0.0634 -0.2995 -0.045
Sb 0.091 3.826 2.459 0.2958 0.7402 0.5540 0.035
Se -0.198 1.707 0.783 -1.1532 1.1184 0.1736 -0.205
Se -0.682 5.512 0.908 0.0470 -0.2058 0.0416 0.014
Se 2.458 3.771 2.991 -0.2152 0.0026 -0.1241 0.045
C -4.007 2.669 -1.825 -0.0958 0.1137 -0.0353 0.002
C -4.145 1.356 -1.082 0.3120 0.0259 0.0865 -0.006
O -2.872 0.775 -0.792 -0.4024 0.0781 -0.3854 -0.025
H -4.996 3.087 -2.037 0.0796 0.0075 0.0012 0.000
H -3.484 2.527 -2.775 -0.0039 0.0051 0.0392 0.000
H -3.449 3.395 -1.227 -0.0208 -0.0432 -0.0401 0.001
H -4.684 0.622 -1.682 -0.0144 -0.0466 -0.0042 0.000
H -4.704 1.509 -0.156 -0.0387 -0.0227 0.0552 0.000
H -2.363 1.397 -0.243 0.1102 -0.0484 0.0782 0.020